# 1
122
Properties=species:S:1:pos:R:3:forces:R:3:lowdin_charge:R:1 method="wB97M-V/def2-TZVPD" relative_energy_kcal_mol=49.8 lumo_ev=-4.2 homo_energy_ev=-9.2 homo_lumo_gap_ev=4.97 multiplicity=1
C -1.5690 -4.2899 -0.4852 -1.119 2.483 0.664 -0.007
C -0.9300 -5.0061 -1.6632 -0.612 2.198 -2.604 -0.414
C -0.4793 -3.9425 -2.7986 -2.003 1.750 -1.619 -0.104
C 0.7860 -3.2058 -2.4196 0.453 0.179 0.445 -0.186
C 1.9345 -4.1946 -2.2547 0.511 0.195 -0.983 -0.114
C 1.5861 -5.1267 -1.1232 3.109 -4.825 -1.351 -0.453
N 0.2893 -5.7888 -1.3365 -3.316 -4.601 2.888 0.074
O 0.0745 -7.0394 -1.0328 1.561 6.560 -1.863 0.187
C 1.7534 -4.5436 0.2026 1.558 5.654 1.203 -0.028
C 2.5791 -6.4431 -1.0867 -1.065 -0.441 -1.355 0.000
C -2.0065 -5.8352 -2.3651 1.466 -0.212 -0.811 -0.025
H -1.5552 -4.7997 0.4361 -0.876 -1.788 0.744 0.081
H -2.5489 -3.8556 -0.8392 0.349 -1.624 0.253 0.124
H -1.3653 -3.3166 -0.0081 2.058 0.299 -1.221 0.072
H -1.2972 -3.1925 -3.2292 0.773 -0.745 2.779 0.174
H -0.6320 -4.3287 -3.8287 1.808 -1.331 0.495 0.116
H 0.6068 -2.5118 -1.5670 -0.063 -1.114 0.231 0.110
H 1.2017 -2.4449 -3.0316 -0.401 0.428 -1.802 0.085
H 2.9338 -3.6915 -2.1569 -0.879 -0.364 0.816 0.124
H 2.1475 -4.7836 -3.1835 -0.777 0.341 0.469 0.148
H 1.4290 -5.1431 0.9275 -1.623 -2.628 3.007 0.039
H 1.1503 -3.5364 0.3582 1.415 -1.929 -0.515 0.126
H 2.8913 -4.3604 0.5924 -2.564 -0.305 -1.685 0.180
H 2.5345 -7.0575 -0.1948 -0.496 0.343 0.399 0.078
H 3.4741 -5.9065 -1.0326 1.909 0.217 -0.332 0.057
H 2.5523 -7.2430 -1.9408 -0.136 2.081 1.077 0.128
H -2.5226 -6.5564 -1.7959 -0.511 -0.629 1.227 0.071
H -1.4017 -6.4501 -3.0870 -1.242 0.787 -0.205 0.112
H -2.7611 -5.0993 -2.7260 0.788 -0.785 -0.341 0.120
B -1.1256 0.1089 -0.0591 -2.581 -1.612 -0.576 -1.354
F -1.2835 -0.9953 -1.0057 0.187 -0.103 0.438 0.029
F -1.6194 -0.3337 1.2100 0.104 0.186 -0.542 0.065
F 0.1478 0.4298 0.0191 3.286 0.562 0.400 0.192
F -1.8461 1.1574 -0.5808 -0.732 0.690 0.126 0.144
C -4.0169 -2.2115 1.3390 3.028 -1.788 0.587 -0.045
C -4.8139 -2.0529 0.1128 -3.898 -3.327 -1.542 -0.449
O -5.7290 -2.9147 -0.1397 3.055 2.826 0.473 -0.008
C -4.5738 -0.8684 -0.7918 -0.182 -2.625 -3.729 -0.011
H -4.2405 -1.4192 2.0271 0.533 0.727 0.267 0.089
H -2.8926 -2.3229 1.0753 -1.667 1.439 0.291 0.071
H -4.0580 -3.1591 1.9264 -1.295 0.396 -0.765 0.094
H -4.6092 0.0176 -0.2550 0.034 1.865 0.685 0.051
H -5.1979 -0.9109 -1.7826 0.046 0.247 2.441 0.126
H -3.6224 -0.9750 -1.3593 0.211 0.215 1.313 0.081
C -0.5353 1.3864 3.4035 -1.009 -2.406 1.231 -0.015
C -0.3283 1.4907 4.9449 -3.629 -1.922 0.317 -0.395
O -1.3024 1.7930 5.6836 3.074 -0.247 -1.956 0.020
C 0.8904 0.8180 5.5772 1.074 3.223 -3.096 -0.013
H -0.2910 0.3274 2.9933 0.029 1.610 1.064 0.079
H 0.2047 2.0255 2.9914 0.099 0.963 -1.124 0.062
H -1.6433 1.4412 3.1570 1.622 0.870 0.113 0.101
H 1.8802 1.1090 5.1423 -0.873 -0.557 -0.411 0.107
H 0.8082 -0.1948 5.6885 -0.453 -2.576 0.062 0.032
H 0.9280 1.3140 6.4476 0.135 1.154 3.844 0.032
C -0.6100 -2.9104 3.1833 -0.517 4.453 0.677 -0.112
O 0.7008 -2.9991 2.7008 1.132 0.140 0.800 -0.217
P 2.0010 -2.7104 3.6662 -0.147 -1.695 0.318 0.349
O 2.9730 -3.7800 3.4911 0.370 -1.051 -0.231 -0.242
O 2.6721 -1.3807 3.2451 -1.106 3.154 0.400 -0.246
C 2.7097 -0.8452 1.8933 -0.922 -5.513 -2.559 -0.059
O 1.5108 -2.5719 5.1834 0.063 0.498 -0.029 -0.266
C 2.4522 -2.5095 6.3705 -0.149 -0.456 -1.629 -0.017
H -0.8600 -1.8061 3.3761 0.598 -1.350 0.581 0.115
H -0.8441 -3.5097 3.9888 0.223 -1.195 2.164 0.067
H -1.4405 -3.0388 2.5699 -0.514 -1.069 -2.628 0.036
H 1.6457 -0.9800 1.2918 2.607 1.174 1.922 0.133
H 3.3211 -1.7656 1.4758 -0.788 2.099 -0.408 0.102
H 3.3232 0.0241 1.7186 -0.435 0.507 0.727 0.077
H 3.0797 -3.4514 6.3276 -0.587 1.341 0.148 0.104
H 1.8054 -2.4810 7.2623 0.277 -0.057 -0.574 0.089
H 3.0229 -1.5586 6.2580 -0.212 -0.925 0.249 0.093
C 2.6958 -0.3211 -2.2899 0.235 -3.398 3.486 -0.118
O 3.0530 -0.8712 -3.5333 1.674 0.476 -3.041 -0.257
P 4.6128 -1.2971 -3.7127 -0.046 0.076 0.620 0.502
O 4.8756 -2.2885 -2.7167 0.526 -2.721 1.809 -0.236
O 5.0194 -1.9349 -5.2137 -2.208 1.994 2.855 -0.204
C 6.2588 -1.3986 -5.6069 2.336 -1.588 0.132 -0.149
O 5.5234 -0.0131 -3.2756 -2.105 0.525 -5.453 -0.239
C 6.0422 0.1753 -2.0715 3.511 -0.220 5.849 -0.223
H 1.5661 -0.2800 -2.2993 1.492 0.754 0.257 0.100
H 3.3398 0.5449 -1.9584 -1.267 -0.646 -0.610 0.094
H 2.9908 -1.3245 -1.4629 -0.967 3.226 -1.910 0.161
H 6.1123 -0.3921 -5.7430 0.297 2.838 0.486 0.040
H 6.3679 -1.6411 -6.6801 0.747 -1.055 0.792 0.103
H 7.1244 -1.6541 -4.7812 -1.926 0.516 -2.618 0.163
H 5.3559 -0.2286 -1.3207 0.549 -0.793 0.162 0.058
H 6.1697 1.2069 -1.5404 -0.340 -0.789 -2.416 0.120
H 7.1490 -0.3074 -1.9562 -2.677 0.838 -0.249 0.141
C -0.8538 6.6995 0.0412 2.954 3.805 2.079 -0.082
O 0.2604 6.6139 -0.8203 1.468 -1.551 -2.855 -0.207
P 1.6681 5.9606 -0.4069 1.086 -0.251 0.419 0.397
O 1.7423 6.0995 1.0071 -0.269 0.061 4.133 -0.214
O 1.9564 4.4373 -0.8257 0.295 1.734 -1.544 -0.196
C 0.9051 3.5054 -0.7667 -0.069 -1.529 -3.416 -0.101
O 2.9950 6.6985 -0.9482 -0.448 -4.537 -2.513 -0.199
C 3.0541 8.0509 -1.0225 -5.521 0.550 -0.872 -0.128
H -1.7511 6.7488 -0.4308 -2.248 0.259 -2.051 0.049
H -0.6126 7.6443 0.6254 -0.978 -0.700 -0.689 0.124
H -0.9371 6.0380 0.8155 0.386 -2.572 1.570 0.056
H 0.0901 3.7532 -1.4934 0.611 -0.208 0.622 0.116
H 0.5631 3.4794 0.1805 -1.566 -0.110 3.238 0.041
H 1.2556 2.4520 -0.9865 -0.027 1.416 0.013 0.098
H 3.8797 8.4840 -1.4028 3.262 0.763 -0.845 0.055
H 2.7701 8.2492 -0.0426 -0.032 2.332 1.821 0.070
H 2.2011 8.3383 -1.7284 1.002 0.424 0.892 0.118
C -3.5533 3.5015 0.0938 0.248 -1.609 1.320 -0.102
O -4.0990 4.7736 0.3079 -0.698 2.233 2.392 -0.200
P -5.2679 5.3164 -0.5745 1.150 -0.063 -5.511 0.397
O -4.8380 5.1827 -2.0021 -0.760 -0.111 1.302 -0.255
O -6.6783 4.5824 -0.3928 5.096 -1.740 -1.617 -0.193
C -7.5001 4.9325 0.5675 -3.048 -4.001 7.337 -0.222
O -5.5704 6.8233 -0.2583 -1.259 -1.535 3.675 -0.213
C -5.4338 7.8788 -1.1193 1.034 0.146 -3.440 -0.124
H -2.8142 3.1157 0.8959 -0.736 1.446 -1.766 0.135
H -3.4185 3.3893 -0.9447 1.763 0.008 -1.180 0.072
H -4.3563 2.8402 0.1839 -1.479 -1.543 0.694 0.055
H -8.3096 3.9110 0.7918 2.352 3.268 -0.552 0.173
H -7.9708 5.6733 0.1279 -3.606 3.906 -0.934 0.011
H -7.1267 5.3190 1.6869 -0.345 -1.263 -2.995 0.152
H -4.3639 7.9720 -1.2000 0.607 0.189 -1.145 0.075
H -5.6629 8.8717 -0.7572 -1.203 -0.260 0.672 0.085
H -5.9281 7.5959 -2.1371 0.981 0.949 1.745 0.135


# 2
106
Properties=species:S:1:pos:R:3:forces:R:3:lowdin_charge:R:1 method="wB97M-V/def2-TZVPD" total_charge=+4 relative_energy_kcal_mol=28.5 lumo_ev=-6.8 homo_energy_ev=-14.6 homo_lumo_gap_ev=7.80 multiplicity=1
B -0.2528 0.3130 0.0605 -0.018 -0.045 -0.176 -0.464
H -1.0967 -0.2374 -0.3255 -3.537 -2.027 -1.625 -0.123
H -0.4988 1.2631 0.5089 -1.167 4.279 1.195 -0.126
H 0.1362 -0.1880 0.9335 1.494 -2.614 3.737 -0.133
H 0.5876 0.2965 -0.6160 3.173 0.366 -2.992 -0.115
C -5.3315 6.4622 -4.5291 -0.517 -0.328 -0.029 -0.048
C -6.4222 5.6855 -3.6709 1.106 1.426 -1.896 -0.115
N -5.7630 4.4831 -3.1442 -0.014 -2.527 -0.573 -0.059
C -5.0019 4.4945 -2.0348 2.096 -1.430 2.114 -0.024
C -4.3127 3.2663 -1.8674 -1.371 1.812 -2.043 0.026
N -4.6622 2.5256 -2.9790 -2.097 1.650 0.490 -0.104
C -5.6109 3.2432 -3.7215 1.881 -0.398 1.684 0.057
C -4.2393 1.1282 -3.1817 -0.399 0.637 -1.429 0.023
H -4.4362 6.7096 -3.9588 -0.148 -0.070 0.205 0.073
H -5.6880 7.3802 -4.9963 -0.429 0.079 0.500 0.084
H -5.0174 5.8896 -5.4018 -0.008 -0.457 0.193 0.074
H -7.2599 5.4560 -4.3295 0.094 -0.459 0.219 0.130
H -6.8029 6.3480 -2.8936 0.207 -0.519 0.348 0.130
H -4.9415 5.3385 -1.3638 -0.149 0.070 -0.265 0.141
H -3.5488 2.8703 -1.2147 -0.218 0.384 0.296 0.138
H -6.1019 2.7801 -4.5646 -0.097 0.540 -0.076 0.162
H -4.3569 0.4598 -2.3288 -0.191 0.508 0.085 0.108
H -3.2036 1.1477 -3.5208 -0.065 -0.158 0.106 0.106
H -4.8870 0.8425 -4.0105 0.311 -0.748 0.064 0.096
C 8.2713 -3.7539 -5.6552 0.619 -1.347 0.023 -0.060
C 7.1069 -4.6131 -5.1022 1.492 2.013 -0.083 -0.129
N 5.9527 -3.6948 -5.0534 -2.317 -0.406 -0.271 -0.058
C 5.8662 -2.6082 -4.2184 -2.969 1.103 -0.205 0.013
C 4.5835 -2.0296 -4.4362 1.788 -1.202 -0.132 0.025
N 3.9334 -2.7940 -5.4077 2.858 -0.590 1.301 -0.102
C 4.7947 -3.7778 -5.7404 -0.199 -0.177 -0.051 0.008
C 2.6439 -2.4948 -5.9686 -0.571 0.413 -0.839 0.007
H 9.0622 -4.5027 -5.6981 0.565 0.406 0.008 0.088
H 8.5744 -2.9451 -4.9904 -0.111 -0.135 0.041 0.078
H 8.1877 -3.3680 -6.6712 -0.545 -0.099 0.070 0.090
H 7.3745 -4.8342 -4.0690 -0.282 -0.272 -0.042 0.130
H 7.0372 -5.5415 -5.6692 -0.920 0.339 -0.054 0.138
H 6.5916 -2.3541 -3.4597 0.096 -0.021 -0.338 0.140
H 4.0986 -1.1580 -4.0219 0.227 -0.109 0.080 0.132
H 4.5356 -4.5566 -6.4424 0.252 0.044 -0.031 0.172
H 2.4455 -3.0636 -6.8770 0.317 -0.136 0.109 0.110
H 2.7043 -1.4480 -6.2664 -0.465 -0.015 0.095 0.111
H 1.8179 -2.6883 -5.2842 0.276 0.157 0.185 0.106
C -3.2093 -2.6142 6.6956 -1.415 1.175 0.096 0.045
N -4.0259 -1.3027 6.6323 -0.671 0.822 1.816 -0.323
C -5.3110 -1.4289 5.7815 2.218 -1.056 0.631 0.039
C -4.5226 -0.8228 8.0790 0.092 -0.567 -1.605 0.045
C -3.2109 -0.0513 6.2507 1.876 -1.862 -0.637 -0.081
C -2.2507 -0.1587 5.0103 -0.750 1.146 -0.677 -0.222
O -2.9056 -0.6529 3.8887 -1.559 -1.040 -0.532 -0.068
H -3.1666 -3.0339 5.6906 0.779 0.463 -0.028 0.100
H -3.7727 -3.3614 7.2545 -0.096 0.332 0.332 0.105
H -2.3021 -2.3423 7.2352 0.188 -0.439 -0.497 0.113
H -5.8528 -2.2385 6.2705 -0.465 0.356 -0.136 0.110
H -4.8990 -1.7991 4.8427 -0.655 0.468 -0.330 0.091
H -5.8051 -0.4576 5.7594 -0.037 -0.361 -0.188 0.112
H -3.6655 -0.4930 8.6662 -0.175 -0.083 -0.134 0.106
H -5.1042 -1.5754 8.6114 0.157 -0.187 -0.354 0.111
H -5.1710 -0.0053 7.7637 0.064 0.104 0.768 0.094
H -2.4636 0.0217 7.0409 -0.321 0.400 0.345 0.123
H -3.9246 0.7701 6.3138 0.374 0.050 -0.591 0.136
H -1.3083 -0.7002 5.0926 -0.112 -0.256 1.128 0.125
H -1.9656 0.8629 4.7587 0.180 0.365 0.603 0.128
H -2.4829 -0.4339 3.0551 0.366 0.215 0.014 0.102
C 4.7618 4.7853 0.2624 -1.650 -0.013 -0.601 0.039
N 3.7338 6.0041 0.2718 2.591 -0.706 0.174 -0.331
C 4.7183 7.1247 0.3425 0.078 1.051 -0.444 -0.042
C 2.9019 6.1170 -1.0201 0.735 -0.796 1.882 0.049
C 2.8529 6.0875 1.5637 0.725 -2.275 -1.558 -0.031
C 1.7791 4.9486 1.6496 -1.618 -0.517 0.165 -0.203
O 2.2035 3.5729 1.7149 1.843 1.333 0.224 -0.064
H 5.4483 4.8601 -0.5809 -0.088 0.709 0.055 0.100
H 4.2195 3.8638 0.0510 -0.177 0.056 0.746 0.093
H 5.3245 4.7991 1.1958 -0.374 -0.131 -0.059 0.112
H 5.3901 7.0015 -0.5070 -0.184 0.394 -0.029 0.109
H 5.3512 7.1536 1.2295 -0.343 -0.598 0.210 0.117
H 4.2095 8.0885 0.3241 -0.091 -0.038 -0.299 0.113
H 2.3751 5.1635 -0.9827 -0.749 0.510 -0.404 0.099
H 3.4932 6.1422 -1.9355 0.353 0.206 0.405 0.112
H 2.3563 7.0444 -0.8464 -0.496 -0.384 -0.523 0.113
H 2.5167 7.1231 1.5117 -0.706 -0.347 0.397 0.136
H 3.5733 5.9630 2.3721 -0.098 0.115 0.055 0.136
H 0.9818 4.9642 0.9065 0.381 0.704 -0.653 0.115
H 1.1781 5.1374 2.5392 0.375 0.402 0.473 0.121
H 1.5561 2.9315 1.4129 -0.544 0.248 -0.257 0.086
C 0.9153 -6.7048 0.7660 -1.818 0.777 0.038 0.029
N 0.5301 -5.2317 0.8584 1.421 0.797 0.646 -0.318
C 0.9833 -4.6672 2.2396 -0.092 -0.486 -1.160 0.039
C 1.3874 -4.5044 -0.2237 -1.099 1.115 0.781 0.009
C -0.9704 -4.9409 0.5790 -0.757 -1.024 0.149 -0.046
C -2.1159 -5.7940 1.2985 0.966 -0.924 0.175 -0.195
O -1.8462 -6.0654 2.6598 0.783 0.702 0.527 -0.077
H 1.9936 -6.8556 0.8171 -0.213 0.259 -0.164 0.115
H 0.4413 -6.9587 -0.1822 0.545 -0.732 -0.022 0.109
H 0.3981 -7.2160 1.5779 0.155 -0.111 -0.056 0.108
H 0.4182 -5.1494 3.0372 -0.087 0.094 -0.269 0.096
H 0.8677 -3.5835 2.2199 -0.156 -0.122 0.037 0.105
H 2.0406 -4.9220 2.3125 -0.082 0.057 0.123 0.104
H 2.4611 -4.4661 -0.0397 -0.121 -0.946 0.437 0.107
H 1.1227 -3.4512 -0.1295 -0.370 0.069 -0.272 0.101
H 1.1675 -4.8460 -1.2352 -0.141 -0.294 0.318 0.105
H -1.0736 -5.1671 -0.4823 -0.114 0.131 -0.038 0.124
H -1.1994 -3.8847 0.7207 0.672 0.054 0.160 0.134
H -2.2208 -6.7861 0.8593 0.172 0.130 -0.759 0.118
H -3.1046 -5.3380 1.2468 0.318 0.656 -0.660 0.128
H -2.6703 -6.2573 3.1133 -0.032 -0.109 0.033 0.100